Record 1
The following is a DFT calculation (ωB97M-V/def2-TZVPD) of C42H41NNiO3P2S as an isolated structure at a distorted geometry.

```
91
Properties=species:S:1:pos:R:3:forces:R:3
Ni 0.903473 0.269809 -5.609432 2.0 1.0 0.6
C -2.029239 -0.157722 0.186755 0.0 -1.0 -0.4
C -2.142368 -0.277819 -1.147528 -0.2 0.0 0.6
C -2.711475 0.840793 -2.011222 -0.3 -0.4 -0.4
C -1.704911 1.793740 -2.722580 -0.5 0.5 0.3
C -0.543475 2.270346 -1.898345 0.0 0.5 0.3
C -0.588664 2.222688 -0.569836 0.1 -0.1 1.2
C -1.862625 2.321471 0.232718 -0.6 0.4 0.1
C -2.353461 1.059617 0.975707 0.7 1.0 0.2
C 1.694434 -0.254243 -3.931154 -0.4 -1.3 1.0
H -1.598464 -0.953557 0.800588 -0.2 -0.1 -0.6
H -1.926287 -1.254034 -1.642706 0.1 0.9 0.5
H -3.447587 1.445428 -1.457148 0.4 -0.4 -0.2
H -3.308173 0.352467 -2.796934 0.1 0.2 -0.1
H -1.243480 1.257160 -3.563531 -0.2 0.2 -0.3
H -2.293444 2.658079 -3.078098 0.2 -0.4 -0.5
H 0.284313 2.786637 -2.411164 0.1 -1.1 0.1
H 0.268486 2.110521 0.097686 0.3 0.8 -0.5
H -2.636923 2.754375 -0.401200 0.0 0.0 0.0
H -1.679278 3.099016 0.990302 0.2 -0.2 -0.1
H -1.761344 1.068850 1.900757 -0.3 -0.4 -0.1
H -3.415853 1.157085 1.274598 0.4 -0.1 -0.3
H 0.872924 -1.038638 -3.820050 1.3 0.6 0.2
H 1.526387 0.521530 -3.156390 0.2 -0.1 -0.5
H 2.725947 -0.705020 -3.866860 -1.2 0.6 -0.3
P 0.090620 -1.952074 -8.510697 -0.4 -1.4 -0.5
P 1.908624 0.391410 -8.884018 1.1 0.5 -1.5
C -0.675266 -0.430148 -9.103617 0.8 1.4 -0.2
C 0.189103 0.570092 -9.437280 -1.0 -1.1 0.1
C -0.564005 -3.161631 -9.794907 0.0 -0.1 0.1
C -1.684757 -2.897213 -10.597338 0.0 -0.4 0.0
C -2.159624 -3.855234 -11.506865 0.3 0.0 0.0
C -1.502411 -5.084181 -11.653187 0.2 0.3 0.4
C -0.364164 -5.345338 -10.872487 -0.2 0.1 -0.1
C 0.112248 -4.390128 -9.967304 -0.3 0.2 0.1
C -0.979490 -2.212101 -7.050429 0.4 0.1 -0.6
C -0.778012 -1.293445 -6.002582 -1.3 -0.7 -0.7
C -1.567032 -1.458719 -4.862474 0.0 0.6 0.5
C -2.556419 -2.451753 -4.794222 0.4 -0.3 -0.2
C -2.731941 -3.354623 -5.852340 0.5 0.5 0.1
C -1.913311 -3.241613 -6.977660 0.0 0.0 0.6
C 2.639443 0.988793 -10.526334 0.1 -0.1 0.2
C 2.468523 0.158170 -11.653867 0.1 0.4 0.1
C 2.870576 0.601613 -12.918318 0.1 0.2 0.1
C 3.467680 1.863147 -13.076314 -0.2 0.0 0.4
C 3.659614 2.674940 -11.948318 0.0 -0.3 -0.1
C 3.263026 2.235253 -10.677448 -0.1 -0.1 -0.2
C 2.096086 1.878680 -7.844110 -0.3 -0.5 0.5
C 3.243123 1.936186 -7.026783 -0.4 0.1 0.0
C 3.446089 3.043968 -6.211927 0.0 0.3 0.0
C 2.500135 4.075707 -6.186927 0.0 0.0 -0.2
C 1.321152 3.970641 -6.931001 0.2 0.0 0.1
C 1.104553 2.858273 -7.741810 0.1 0.2 0.5
H -1.764195 -0.361277 -9.194639 0.3 0.1 -0.4
H -0.071309 1.418394 -10.084219 -0.2 -0.1 0.6
H -2.199739 -1.940122 -10.514245 0.0 -0.3 -0.1
H -3.045040 -3.640984 -12.109865 0.3 0.0 0.2
H -1.868899 -5.830355 -12.366854 0.2 0.3 0.3
H 0.153528 -6.303005 -10.979306 -0.1 0.4 0.1
H 1.011718 -4.597831 -9.378867 -0.3 0.1 -0.2
H -0.291983 -0.309943 -6.391772 -1.9 -1.4 -0.3
H -1.400170 -0.809264 -4.003490 -0.3 -0.1 -0.1
H -3.178573 -2.547072 -3.904700 0.3 0.2 -0.1
H -3.480207 -4.140543 -5.812296 0.1 0.2 0.1
H -2.000921 -3.954379 -7.794833 0.0 0.2 0.1
H 1.997027 -0.823905 -11.546876 0.1 0.3 0.0
H 2.714349 -0.032976 -13.792621 0.1 0.1 0.3
H 3.764104 2.218630 -14.070577 -0.1 -0.2 0.5
H 4.112969 3.661675 -12.055678 -0.1 -0.3 0.0
H 3.417218 2.881963 -9.807162 -0.1 -0.2 -0.4
H 3.941981 1.100523 -7.021469 0.0 0.2 -0.1
H 4.354479 3.120571 -5.615988 -0.3 0.0 -0.1
H 2.689867 4.972786 -5.597752 -0.1 -0.3 0.0
H 0.571110 4.757644 -6.889914 0.1 -0.1 0.1
H 0.144267 2.712937 -8.230502 0.3 0.3 -0.2
O 0.233621 2.086517 3.045078 0.3 0.3 -0.1
S 1.220890 1.030400 3.125438 -0.8 -2.5 -1.0
O 2.560656 1.374434 3.519393 0.1 0.4 -0.2
N 1.137364 0.052450 1.815142 0.4 0.3 -0.4
C 0.752318 -1.243845 2.046524 0.4 1.5 -0.7
O 0.657869 -2.136334 1.195717 0.0 0.4 0.7
C 0.371325 -1.386962 3.481534 -0.7 -0.7 1.0
C -0.260986 -2.465778 4.106879 0.2 0.2 0.1
C -0.650449 -2.342090 5.446898 0.0 0.3 0.0
C -0.400646 -1.153286 6.158954 0.3 0.0 -0.3
C 0.249783 -0.075863 5.533282 -0.2 -0.6 0.0
C 0.591976 -0.230070 4.195880 -0.2 0.4 1.2
H -0.427912 -3.381966 3.543462 0.0 0.2 0.1
H -1.176296 -3.162560 5.950736 0.3 0.3 -0.3
H -0.695244 -1.071477 7.205746 0.0 -0.1 -0.3
H 0.475581 0.854817 6.053084 -0.2 -0.2 -0.1
```
Positions in Å, forces in eV/Å.

Its multiplicity is 3. The value obtained for the LUMO energy (alpha / beta) is -1.483 / -3.524 eV. The value obtained for the frontier orbital gap (alpha / beta) is 5.434 / 3.393 eV.

Record 2
The following is a DFT calculation (ωB97M-V/def2-TZVPD) of C26H44AsF3GaN7Si3 as an isolated structure.

```
85
Properties=species:S:1:pos:R:3:forces:R:3
Ga -0.166294 0.312973 1.015522 0.0 -0.1 -0.2
F -1.068918 -0.295464 3.692239 0.0 0.1 0.0
C -0.123771 0.401722 3.027073 0.3 -0.1 0.1
F 1.083801 -0.120758 3.436237 -0.1 0.0 0.1
F -0.152575 1.664239 3.491443 -0.1 0.0 0.0
N 3.047885 -0.260679 1.094426 0.0 0.1 0.0
C 2.763326 0.967236 0.574880 0.0 -0.1 0.1
C 3.785512 1.781648 0.058980 0.1 0.0 0.0
C 3.491142 3.037290 -0.397239 0.0 0.0 0.0
C 2.168550 3.504205 -0.342296 0.0 0.0 0.0
C 1.213783 2.649082 0.112079 0.0 0.0 0.0
N 1.478641 1.377222 0.525851 -0.1 0.1 0.1
H 4.026253 -0.469159 1.225633 0.0 0.0 0.0
H 2.464219 -0.596537 1.847121 0.0 0.0 0.0
H 4.802855 1.413048 0.066861 0.0 0.0 0.0
H 4.280224 3.674114 -0.775192 0.0 0.0 0.0
H 1.905482 4.504981 -0.652740 0.0 0.0 0.0
H 0.174118 2.941619 0.166806 0.0 0.0 0.0
C -3.139307 -1.911934 1.345553 0.1 0.0 0.0
Si -3.924445 -0.263622 0.986237 0.0 0.0 -0.1
C -4.378580 0.640968 2.540844 0.0 0.0 0.0
C -5.306103 -0.397196 -0.247157 0.0 0.0 0.0
As -2.201277 1.055307 -0.094897 0.0 0.0 0.0
Si -2.833539 3.383435 0.187020 0.0 -0.1 0.0
C -4.663321 3.386005 -0.132007 -0.1 0.0 0.0
C -2.373164 3.889773 1.920211 0.0 0.0 0.0
C -1.968344 4.377778 -1.131092 0.0 0.0 0.0
Si -2.146747 0.630209 -2.451283 0.0 -0.1 0.0
C -3.694779 1.349555 -3.183114 0.0 0.1 0.0
C -0.631730 1.516377 -3.094809 0.0 0.0 0.0
C -2.133027 -1.228965 -2.624925 0.0 0.0 0.0
H -3.907796 -2.623570 1.659321 0.0 0.0 0.0
H -2.426047 -1.822817 2.168175 0.0 0.0 0.0
H -2.633237 -2.333416 0.474942 0.0 0.0 0.0
H -5.134158 0.056191 3.074523 0.0 0.0 0.0
H -4.804692 1.627045 2.349732 0.0 -0.1 0.0
H -3.523409 0.755125 3.207694 0.0 0.0 0.0
H -6.129012 -0.963599 0.198867 0.0 0.0 0.0
H -4.992685 -0.932294 -1.145630 0.0 0.0 0.0
H -5.699123 0.577527 -0.538141 0.0 0.0 0.0
H -5.226749 2.861132 0.641187 0.0 0.0 -0.1
H -4.915446 2.957860 -1.105560 0.0 0.0 0.1
H -5.006908 4.425295 -0.133978 0.0 0.0 0.0
H -3.263745 4.242264 2.445667 0.0 0.0 0.0
H -1.657447 4.714757 1.902405 0.0 0.0 0.0
H -1.940246 3.086926 2.515395 0.0 0.0 0.0
H -2.407354 4.207998 -2.115784 0.0 0.0 0.0
H -0.895603 4.197672 -1.209172 0.0 0.0 0.0
H -2.110968 5.436007 -0.891161 0.0 0.0 0.0
H -3.740408 2.435318 -3.073041 0.0 -0.1 0.0
H -4.600188 0.914952 -2.758074 0.0 0.0 0.0
H -3.697921 1.131460 -4.255790 0.0 0.0 0.0
H -0.889003 2.561037 -3.283729 0.0 0.0 0.0
H -0.307085 1.085458 -4.045415 0.0 0.0 0.0
H 0.224032 1.507162 -2.414133 -0.1 0.0 -0.1
H -3.150413 -1.610662 -2.506980 0.1 0.0 0.0
H -1.506812 -1.726872 -1.885477 0.1 0.0 0.0
H -1.787447 -1.522641 -3.619600 0.0 0.0 0.0
C 1.362409 -1.194243 -1.654345 -0.1 0.0 0.0
C 1.047807 -1.997961 -0.448960 0.2 0.0 0.2
N 0.403627 -1.548874 0.629434 -0.2 0.0 -0.2
C 0.402913 -2.567481 1.572832 -0.1 0.1 0.1
C 1.053971 -3.627164 1.051626 0.1 0.0 0.0
N 1.459684 -3.255779 -0.216271 0.0 0.0 -0.1
C 2.390773 -4.032854 -1.055678 0.0 0.0 0.1
N 3.710203 -3.492043 -1.009816 0.0 -0.1 0.0
N 4.144982 -2.691847 -2.028256 -0.1 0.1 0.1
N 5.255848 -2.167356 -1.705130 0.0 -0.1 0.0
C 5.607316 -2.607599 -0.440303 0.0 0.0 0.0
C 6.732314 -2.321414 0.339508 0.0 0.0 0.0
C 6.795311 -2.908253 1.581937 0.0 0.0 0.0
C 5.776008 -3.767980 2.043622 0.0 0.0 0.0
C 4.666902 -4.064500 1.281867 0.0 0.0 0.0
C 4.609796 -3.460825 0.022745 -0.1 0.0 0.0
H 0.723348 -0.313843 -1.682876 0.0 -0.1 0.0
H 1.212407 -1.757244 -2.574220 0.0 0.0 0.0
H 2.405608 -0.879255 -1.631055 0.0 0.0 0.0
H -0.056827 -2.453359 2.540901 0.0 0.0 -0.1
H 1.256888 -4.604694 1.455078 0.0 0.0 0.0
H 2.056733 -4.027652 -2.089522 0.0 0.0 0.0
H 2.380741 -5.052203 -0.677406 0.0 0.0 0.0
H 7.518461 -1.678911 -0.034241 0.0 0.0 0.0
H 7.650257 -2.725922 2.218842 0.0 0.0 0.0
H 5.877128 -4.216836 3.023028 0.0 0.0 0.0
H 3.905412 -4.743714 1.642113 0.0 0.0 0.0
```
Positions in Å, forces in eV/Å.

The value obtained for the LUMO energy is -5.215 eV. The charge is +2. The value obtained for the frontier orbital gap is 8.537 eV.